# C46H54N9O4

9 unconnected molecules or ions with the total composition C46H54N9O4 at a distorted geometry (wB97M-V/def2-TZVPD, the Open Molecules 2025 dataset).

Computed properties:
Kohn-Sham gap: 3.59 eV
electronic energy: -70162.498 eV

```
! wB97M-V def2-TZVPD RIJCOSX def2/J DEFGRID3
* xyz 1 1
O -1.8955 -5.2266 4.1803
O -3.3379 -3.6402 4.8668
O -1.5655 -0.3206 3.1340
O -1.1437 0.4427 1.0474
N -5.1568 -2.7306 2.3915
N -3.5295 5.2378 -2.8531
N -3.7874 1.4455 -0.6535
N 6.5936 -0.7645 -1.8503
N 1.3159 -4.1691 -0.9810
N 2.0178 -3.8929 1.9883
N 4.8370 4.5551 -2.4770
N -4.3979 -8.4750 5.3133
N 3.2537 9.6551 -3.5958
C 1.8970 11.1242 -4.5536
C 1.3889 -5.1901 -1.8931
C 1.5786 -1.4358 1.6376
C -4.8008 7.0547 -2.8403
C -4.6078 2.4303 -1.1353
C -2.3863 -4.3337 5.1674
C -3.8974 5.4683 -4.1512
C 4.0116 -2.4820 1.2582
C -3.4209 -7.5430 5.5291
C -6.4376 -2.3154 2.1498
C 2.0153 0.0532 1.2937
C 2.8522 10.6978 -5.5106
C 0.1101 -1.6238 2.0366
C 5.1052 6.7413 -2.7219
C -2.3480 -8.1793 6.1030
C -5.2256 -2.0854 0.2712
C -4.4109 -2.5891 1.2530
C 1.9401 0.8880 2.6323
C 3.8115 5.1551 -1.7959
C 1.7541 1.3842 3.7398
C -4.4411 0.7989 -2.6724
C 3.9542 6.5125 -1.9273
C -3.6849 0.4448 -1.5832
C -0.4563 -5.3690 4.2955
C 5.7102 1.1932 -1.3006
C 5.5673 -0.1654 -1.1690
C 3.6736 9.7898 -4.8918
C -4.0806 6.1976 -2.0470
C -0.3468 -3.0001 2.4154
C -0.9384 -0.4515 2.1036
C 7.3831 0.1966 -2.4217
C -2.6898 -9.5493 6.2323
C 0.5990 -4.8575 -2.9638
C -5.0261 2.0586 -2.3884
C 4.4917 -3.3075 0.1867
C -4.6848 6.5918 -4.1751
C -3.9586 -9.7016 5.7344
C 2.5017 -2.6038 1.6226
C 0.0229 -3.5912 -2.6885
C 0.1800 -5.5493 2.8221
C 0.6832 -4.1233 2.3783
C 2.1675 10.4615 -3.3834
C 0.4796 -3.1926 -1.4582
C 5.6271 5.5158 -3.0486
C 6.8611 1.4219 -2.0951
C -6.5119 -1.9111 0.8389
H -0.6520 -3.0350 -3.3211
H 3.6765 9.0563 -2.9074
H 6.4907 5.2448 -3.6356
H 1.1075 -6.1976 2.9895
H 1.9962 -6.0613 -1.7012
H -4.8141 -3.0853 3.2709
H 1.6836 10.4946 -2.4197
H 7.2622 2.3784 -2.3950
H -0.5402 -6.0248 2.0937
H 0.4504 -5.4581 -3.8479
H -2.9462 4.4804 -2.5400
H -4.5862 -10.5742 5.6445
H 3.0721 4.5652 -1.2771
H -3.9118 6.1883 -0.9813
H -1.4090 -3.2291 2.7194
H 3.3018 7.2593 -1.4998
H -1.9296 -4.3035 6.2161
H 4.7027 -1.8089 1.8398
H 5.5068 7.6978 -3.0220
H -0.0721 -4.3908 4.7420
H 5.0578 1.9407 -0.8732
H -0.1463 -6.2117 4.9873
H 5.3687 -4.0206 0.3246
H -4.5614 0.2165 -3.5734
H 0.2849 -2.3013 -0.8822
H -5.1291 7.0320 -5.0548
H 6.7440 -1.7569 -1.9210
H 2.6473 -4.7107 2.0096
H -1.0835 -0.0877 0.2181
H -3.3657 -2.8600 1.2397
H -5.3511 7.9182 -2.4989
H 4.8340 -0.7613 -0.6513
H 1.5798 1.4832 4.8495
H -5.2998 -8.2885 4.9071
H 4.9861 3.5607 -2.5475
H -4.9289 -1.8657 -0.7425
H 1.3451 0.5076 0.4894
H 8.2466 -0.0742 -3.0086
H -2.0750 -10.3351 6.6437
H -3.5737 -6.5128 5.2590
H 4.5192 9.2300 -5.2601
H -3.0833 -0.4305 -1.3897
H -7.3928 -1.5313 0.3444
H 3.0686 0.1127 0.8670
H -3.5668 4.8152 -4.9438
H -3.3317 1.4553 0.2445
H -1.4194 -7.7123 6.3967
H 1.1000 11.8359 -4.7056
H 3.9495 -3.2131 -0.7981
H 1.7997 -4.1406 -0.0983
H 2.9287 11.0197 -6.5381
H -5.6814 2.6286 -3.0292
H -4.8212 3.3088 -0.5464
H -7.1841 -2.3437 2.9281
*
```